Entry 1:
Entry from OMol25: C64H50IN7P3S5Se2Ti as an isolated structure at a distorted geometry (wB97M-V/def2-TZVPD).

Output
<S²>: 2.0081
charge: -1
frontier orbital gap (spin up / spin down): 5.453 / 6.715 eV
multiplicity: 3
maximum force: 2.855 eV Å⁻¹
calculated total energy: -321567.058 eV
HOMO (spin up / spin down): -3.424 / -4.687 eV
energy above the lowest of the compared OMol25 structures with the same formula, charge and spin: 0.0 kJ/mol

Geometry as XYZ:
```
133
C64H50IN7P3S5Se2Ti wB97M-V/def2-TZVPD
Ti 0.7370 -0.8985 -0.1763
I -1.0996 -1.9874 2.1699
C -3.1318 -1.5473 1.9020
C -3.8839 -1.8635 2.9886
C -5.2086 -1.3855 3.1020
C -5.6696 -0.4987 2.1812
C -4.8862 -0.1344 1.0557
C -5.3577 0.8743 0.1798
C -4.6243 1.2261 -0.9043
C -3.4635 0.4835 -1.2365
C -2.9751 -0.5327 -0.4621
C -3.6245 -0.7554 0.8116
H -3.4480 -2.4489 3.7920
H -5.8150 -1.6716 3.9536
H -6.6472 -0.0360 2.2990
H -6.2959 1.3717 0.4096
H -4.9469 2.0333 -1.5544
H -2.9817 0.7324 -2.1664
Se 4.7758 -0.9554 4.6444
P 3.7416 0.8659 4.3925
C 4.8522 2.2089 3.8827
C 4.9149 2.6136 2.5525
C 5.8154 3.6023 2.1698
C 6.6537 4.1834 3.1101
C 6.6124 3.7609 4.4363
C 5.7199 2.7708 4.8216
C 3.0211 1.4457 5.9627
C 2.9061 2.7979 6.2875
C 2.3747 3.1861 7.5111
C 1.9819 2.2253 8.4329
C 2.1339 0.8789 8.1344
C 2.6474 0.4896 6.9027
C 2.5127 0.7676 3.0448
C 1.1447 1.0515 2.7605
N 0.9204 0.5067 1.5504
N 2.0384 -0.0486 1.1250
N 3.0027 0.0669 1.9987
P -0.2176 2.0250 3.4890
Se -2.0521 1.9468 2.4783
C -0.4639 1.4006 5.1791
C -0.2626 0.0563 5.4679
C -0.7869 -0.4984 6.6299
C -1.4898 0.2963 7.5252
C -1.6466 1.6555 7.2706
C -1.1481 2.2038 6.0961
C 0.3921 3.7521 3.5464
C 1.7268 4.0849 3.3387
C 2.1371 5.4143 3.3160
C 1.2074 6.4281 3.4882
C -0.1358 6.1112 3.6597
C -0.5444 4.7820 3.6775
H 4.2641 2.1537 1.8169
H 5.8603 3.9160 1.1333
H 7.3465 4.9625 2.8126
H 7.2788 4.2023 5.1696
H 5.6964 2.4243 5.8483
H 3.2487 3.5550 5.6010
H 2.2772 4.2417 7.7429
H 1.5668 2.5261 9.3904
H 1.8471 0.1252 8.8604
H 2.7847 -0.5600 6.6670
H 0.2962 -0.5628 4.7799
H -0.6469 -1.5573 6.8284
H -1.9157 -0.1406 8.4236
H -2.1811 2.2833 7.9759
H -1.3017 3.2557 5.8796
H 2.4526 3.3100 3.1617
H 3.1839 5.6496 3.1479
H 1.5225 7.4677 3.4633
H -0.8735 6.9008 3.7504
H -1.5948 4.5299 3.7588
N 0.5182 -2.9874 -1.8763
P -1.5426 -1.6186 -1.1022
C -1.8680 -1.6448 -2.9434
C -1.6557 -0.4926 -3.7031
C -1.8356 -0.4716 -5.0834
C -2.2188 -1.6274 -5.7502
C -2.3936 -2.7985 -5.0196
C -2.2111 -2.8090 -3.6400
C -2.4045 -3.2394 -0.6768
C -3.7862 -3.3467 -0.8743
C -4.4768 -4.5174 -0.5845
C -3.7955 -5.6189 -0.0866
C -2.4230 -5.5371 0.1040
C -1.7384 -4.3619 -0.1940
C 1.4350 -3.4268 -1.0378
C 2.2990 -4.5466 -1.2569
C 3.1812 -4.9343 -0.2902
C 3.2327 -4.2446 0.9357
C 2.4176 -3.1540 1.0877
N 1.5560 -2.7094 0.1396
H 0.4948 -3.5385 -2.7235
H -1.3353 0.4283 -3.2190
H -1.6724 0.4577 -5.6244
H -2.3614 -1.6223 -6.8252
H -2.6803 -3.7161 -5.5249
H -2.3230 -3.7473 -3.1138
H -4.3356 -2.5008 -1.2722
H -5.5487 -4.5634 -0.7443
H -4.3288 -6.5344 0.1508
H -1.8753 -6.3862 0.4949
H -0.6757 -4.3276 -0.0342
H 2.2368 -5.0662 -2.2063
H 3.8408 -5.7787 -0.4662
H 3.9079 -4.5328 1.7313
H 2.4561 -2.5764 2.0017
N 2.5847 -0.1894 -3.8353
C 1.6162 -0.2366 -2.8952
N 2.0779 -0.5666 -1.7250
C 3.4537 -0.7612 -1.8948
C 4.4320 -1.1385 -0.9777
C 5.7253 -1.2815 -1.4457
C 6.0511 -1.0418 -2.7903
C 5.0867 -0.6529 -3.7043
C 3.7896 -0.5238 -3.2262
H 2.4354 0.1000 -4.7806
H 0.5919 -0.0298 -3.1086
H 4.1845 -1.3040 0.0648
H 6.5067 -1.5850 -0.7562
H 7.0770 -1.1591 -3.1208
H 5.3344 -0.4584 -4.7412
C 1.2551 3.8979 -4.3820
S -0.0533 2.6470 -4.5078
C -1.1141 3.1908 -3.2308
C -1.0495 2.8526 -1.9042
S -0.0181 1.7982 -1.0288
S -2.1987 3.7767 -0.9237
C -2.8558 4.8161 -2.1252
S -3.9517 6.0147 -1.8241
S -2.2606 4.4381 -3.6895
H 1.9267 3.7563 -5.2335
H 1.7987 3.7634 -3.4456
H 0.8133 4.8929 -4.4281
```

Atomic partial charges in e from the Mulliken method, atoms 1 to 4:
1 Ti -0.43
2 I 0.29
3 C 0.20
4 C -0.41

Entry 2:
Entry from OMol25: C64H55F6N2O6P2PdS5 as an isolated structure (wB97M-V/def2-TZVPD).

Output
charge: +1
frontier orbital gap: 6.690 eV
multiplicity: 1
maximum force: 0.857 eV Å⁻¹
calculated total energy: -175059.961 eV
HOMO: -10.412 eV

Geometry as XYZ:
```
141
C64H55F6N2O6P2PdS5 wB97M-V/def2-TZVPD
Pd 1.4393 1.1335 0.3231
C 8.6084 -2.5844 -1.2821
S 7.1327 -3.5225 -0.8565
C 6.1822 -2.2171 -0.0459
C 5.0158 -2.8298 0.7179
C 3.9575 -1.8049 1.1098
N 3.3521 -1.1384 -0.0830
P 3.4920 0.5782 -0.2212
C 4.9297 1.1805 0.6824
C 6.0904 1.4085 -0.0609
C 7.2576 1.8030 0.5758
C 7.2740 1.9792 1.9516
C 6.1209 1.7518 2.6930
C 4.9539 1.3571 2.0650
C 3.8306 0.8282 -1.9914
C 3.7601 2.0807 -2.6016
C 4.0434 2.2006 -3.9536
C 4.4011 1.0893 -4.7019
C 4.4804 -0.1566 -4.0981
C 4.1960 -0.2894 -2.7494
P 1.5810 -1.0724 -0.2765
C 0.9806 -2.4738 0.6841
C 1.5225 -3.7394 0.4575
C 1.0778 -4.8179 1.2064
C 0.1168 -4.6337 2.1922
C -0.4023 -3.3698 2.4344
C 0.0282 -2.2922 1.6773
C 1.2282 -1.3163 -2.0402
C 0.9559 -0.1891 -2.8167
C 0.6819 -0.3201 -4.1704
C 0.6683 -1.5744 -4.7583
C 0.9081 -2.7013 -3.9864
C 1.1785 -2.5784 -2.6323
H 9.3022 -3.2716 -1.7626
H 9.0818 -2.1803 -0.3877
H 8.3830 -1.7765 -1.9780
H 5.8188 -1.5130 -0.7934
H 6.8374 -1.6673 0.6352
H 5.3929 -3.2855 1.6378
H 4.5641 -3.6379 0.1385
H 4.4220 -1.0560 1.7522
H 3.1753 -2.2686 1.7052
H 6.0989 1.2894 -1.1360
H 8.1492 1.9810 -0.0110
H 8.1817 2.2995 2.4469
H 6.1231 1.8937 3.7658
H 4.0614 1.1965 2.6545
H 3.4820 2.9556 -2.0331
H 3.9828 3.1740 -4.4233
H 4.6173 1.1949 -5.7577
H 4.7561 -1.0288 -4.6772
H 4.2351 -1.2635 -2.2866
H 2.2994 -3.8884 -0.2798
H 1.4925 -5.8015 1.0272
H -0.2211 -5.4794 2.7782
H -1.1468 -3.2134 3.2064
H -0.3912 -1.3054 1.8395
H 0.9347 0.7916 -2.3666
H 0.4754 0.5648 -4.7595
H 0.4593 -1.6776 -5.8158
H 0.8794 -3.6858 -4.4370
H 1.3299 -3.4735 -2.0506
C -6.0828 5.8072 -0.4553
C -4.9941 4.7777 -0.5466
C -3.8983 4.8243 0.3198
C -2.8922 3.8811 0.2504
C -2.9735 2.8863 -0.7142
C -4.0392 2.8282 -1.6005
C -5.0501 3.7719 -1.5070
S -1.7992 1.5590 -0.8103
O -0.3975 2.1241 -0.7929
C -2.0099 0.9218 0.8471
C -1.0582 1.2842 1.8161
C -1.1250 0.7332 3.0653
C -2.1302 -0.2167 3.3741
C -2.1898 -0.8297 4.6496
C -3.1570 -1.7495 4.9380
C -4.1151 -2.0983 3.9630
C -4.0863 -1.5229 2.7235
C -3.0918 -0.5704 2.3915
C -3.0191 0.0264 1.0993
C -4.0567 -0.2540 0.0589
C -5.3252 0.4019 0.1945
C -5.5765 1.3399 1.2262
C -6.7771 1.9900 1.2969
C -7.7934 1.7284 0.3569
C -7.5797 0.8288 -0.6489
C -6.3414 0.1569 -0.7617
C -6.0845 -0.7279 -1.8385
C -4.8611 -1.3034 -1.9839
C -3.8462 -1.0565 -1.0342
S -2.2365 -1.6992 -1.5157
O -1.2644 -1.3228 -0.4445
C -2.5639 -3.4382 -1.2862
C -2.9816 -3.9259 -0.0558
C -3.1216 -5.2900 0.1179
C -2.8530 -6.1802 -0.9247
C -3.0396 -7.6587 -0.7399
C -2.4254 -5.6688 -2.1464
C -2.2750 -4.3024 -2.3312
H -6.1247 6.2521 0.5384
H -7.0569 5.3725 -0.6822
H -5.9080 6.6135 -1.1712
H -3.8427 5.6064 1.0682
H -2.0595 3.9247 0.9389
H -4.0893 2.0349 -2.3397
H -5.8955 3.7229 -2.1838
H -0.3951 2.1220 1.6211
H -0.4308 1.0415 3.8376
H -1.4525 -0.5514 5.3936
H -3.1982 -2.2075 5.9176
H -4.8852 -2.8198 4.2050
H -4.8353 -1.7845 1.9859
H -4.8065 1.5619 1.9517
H -6.9465 2.7158 2.0821
H -8.7416 2.2453 0.4330
H -8.3509 0.6253 -1.3825
H -6.8700 -0.9159 -2.5613
H -4.6513 -1.9500 -2.8297
H -3.1780 -3.2409 0.7621
H -3.4472 -5.6783 1.0765
H -3.0721 -7.9267 0.3153
H -2.2340 -8.2207 -1.2127
H -3.9766 -7.9856 -1.1953
H -2.2067 -6.3479 -2.9623
H -1.9309 -3.9079 -3.2807
F 3.2918 6.2829 1.3254
C 3.5842 5.0478 1.7007
F 4.7084 4.6654 1.0926
F 3.7791 4.9989 3.0065
S 2.2444 3.8706 1.1679
O 2.4104 2.7176 2.0442
O 2.5594 3.5431 -0.2037
N 0.8308 4.4786 1.2456
S 0.1706 5.3458 2.3991
O 1.1045 5.7943 3.3783
O -1.0685 4.7473 2.7938
C -0.3343 6.8486 1.4440
F 0.6727 7.3127 0.7115
F -0.7169 7.7888 2.3032
F -1.3587 6.5644 0.6392
```

Atomic partial charges in e from the Mulliken method, atoms 1 to 4:
1 Pd 0.17
2 C -0.82
3 S -0.02
4 C 0.08

Entry 3:
Entry from OMol25: a 12-piece molecular cluster, C64H56F10N2 overall at a distorted geometry (wB97M-V/def2-TZVPD).

Output
frontier orbital gap: 9.046 eV
multiplicity: 1
maximum force: 6.534 eV Å⁻¹
calculated total energy: -97425.331 eV
HOMO: -9.136 eV

Geometry as XYZ:
```
132
C64H56F10N2 wB97M-V/def2-TZVPD
F 22.6411 13.7494 -6.3880
C 21.7988 13.2912 -7.2996
C 21.3976 11.9962 -7.2031
C 20.5565 11.4743 -8.1582
C 20.0721 12.2181 -9.2099
C 20.4607 13.5342 -9.3667
C 21.3093 14.0797 -8.3982
H 21.7474 11.2977 -6.4572
H 20.1438 10.4943 -7.9694
H 19.4963 11.8692 -10.0543
H 20.1559 14.0412 -10.2702
H 21.5391 15.1267 -8.2662
F 19.3735 10.7746 -1.7508
C 19.8195 9.5990 -2.2856
C 19.2062 9.1581 -3.4418
C 19.7176 7.9395 -3.9895
C 20.7938 7.3222 -3.3805
C 21.3825 7.7897 -2.2296
C 20.9218 8.9704 -1.6807
H 18.4040 9.6679 -3.9546
H 19.2553 7.5332 -4.8769
H 21.1077 6.4068 -3.8600
H 22.2217 7.3041 -1.7540
H 21.3089 9.4257 -0.7812
F 12.3102 19.3846 -10.8459
C 13.5879 19.0685 -10.6489
C 13.8449 17.7765 -10.2053
C 15.1806 17.3361 -10.0105
C 16.2205 18.2611 -10.1604
C 15.9457 19.5691 -10.5852
C 14.6002 19.9738 -10.7457
H 13.0766 17.0912 -9.8792
H 15.3623 16.4508 -9.4193
H 17.1889 17.8612 -9.8983
H 16.7741 20.2396 -10.7603
H 14.4471 21.0124 -10.9993
F 16.7895 6.3859 -8.9904
C 15.5117 6.4553 -9.4109
C 14.4584 6.8351 -8.5800
C 13.1554 6.5613 -8.9638
C 12.9042 5.9724 -10.1847
C 13.9674 5.7615 -11.0588
C 15.2436 5.9877 -10.6911
H 14.5377 7.2290 -7.5776
H 12.3212 6.7682 -8.3099
H 11.8753 5.7511 -10.4274
H 13.6766 5.2038 -11.9368
H 16.0564 5.7356 -11.3562
F 27.8659 11.0204 -1.5514
C 27.9553 10.8122 -2.8418
C 28.7827 9.8202 -3.4112
C 28.8256 9.6487 -4.7685
C 28.0886 10.3955 -5.6384
C 27.1716 11.3332 -5.1372
C 27.1420 11.5602 -3.7592
H 29.2738 9.1868 -2.6872
H 29.3504 8.8210 -5.2224
H 28.1924 10.3440 -6.7122
H 26.5819 11.9455 -5.8033
H 26.5428 12.3595 -3.3487
F 18.1859 8.9305 -14.6884
C 17.8869 10.2407 -14.5688
C 16.5688 10.6739 -14.3249
C 16.1849 11.9403 -14.1526
C 17.2208 12.8416 -14.0463
C 18.5386 12.5172 -14.3467
C 18.9151 11.1665 -14.5721
H 15.7810 9.9426 -14.4294
H 15.1569 12.2167 -13.9705
H 16.9638 13.8785 -13.8877
H 19.2926 13.2741 -14.5049
H 19.9189 10.8782 -14.8471
F 21.5169 19.9436 -4.8277
C 21.1815 20.8145 -5.7423
C 21.7929 20.7920 -6.9990
C 21.3638 21.6122 -8.1224
C 20.3740 22.4986 -7.8110
C 19.7917 22.5941 -6.5191
C 20.2060 21.7681 -5.4775
H 22.5959 20.0949 -7.1876
H 21.8280 21.4940 -9.0903
H 19.9391 23.1547 -8.5505
H 18.9767 23.2840 -6.3575
H 19.9444 21.9470 -4.4451
F 27.9013 16.4359 -7.5449
C 27.8875 17.4320 -6.6441
C 29.0227 18.2511 -6.4623
C 29.0052 19.3441 -5.6347
C 27.8778 19.6167 -4.8658
C 26.6911 18.8455 -4.9662
C 26.7562 17.7094 -5.7936
H 29.8843 18.1306 -7.1023
H 29.9369 19.8846 -5.5547
H 28.0749 20.4468 -4.2036
H 25.8258 19.1448 -4.3934
H 25.9351 17.0078 -5.7967
F 27.1734 17.2513 -13.4183
C 25.8285 17.1143 -13.5442
C 25.2117 16.5678 -14.6197
C 23.8543 16.1827 -14.5690
C 23.1122 16.5560 -13.5211
C 23.6882 17.2388 -12.3982
C 25.0301 17.5022 -12.3631
H 25.7307 16.1334 -15.4613
H 23.4260 15.6312 -15.3929
H 22.0637 16.3045 -13.5829
H 23.0080 17.5112 -11.6047
H 25.5250 17.9195 -11.4986
F 24.3774 3.4696 -12.5225
C 23.6030 4.5044 -12.2680
C 22.8337 4.5490 -11.0746
C 21.9596 5.5599 -10.8787
C 21.7224 6.5292 -11.8618
C 22.4596 6.4783 -13.1170
C 23.4516 5.4715 -13.2913
H 22.9927 3.7818 -10.3313
H 21.3386 5.7117 -10.0082
H 21.0014 7.3292 -11.7807
H 22.1161 7.0240 -13.9833
H 24.0149 5.2323 -14.1813
C 20.7196 15.8204 -1.8886
C 20.7903 17.1304 -1.0595
N 20.8688 18.1317 -0.4240
H 19.7861 15.2851 -2.0619
H 21.5435 15.1910 -1.5521
H 21.1363 16.1285 -2.8476
C 24.0866 10.7533 -10.8322
C 24.2635 11.2068 -12.2318
N 24.4647 11.6403 -13.3442
H 23.1499 10.2231 -10.6601
H 24.0958 11.6595 -10.2265
H 24.9506 10.0955 -10.7383
```

Atomic partial charges in e from the Mulliken method, atoms 1 to 4:
1 F -0.30
2 C 0.29
3 C -0.27
4 C -0.53

What is the calculated total energy in the third record? -97425.331 eV

multiplicity of number 2 (C64H55F6N2O6P2PdS5)? 1

Among the records above, which one has the highest calculated total energy? C64H56F10N2